# 1
C14H23N3OPPdS2 | wB97M-V/def2-TZVPD

Gap between HOMO and LUMO (spin up / spin down) in Ha: 0.234 / 0.225
Energy relative to the best compared isomer or geometry (same formula, charge and spin) in eV: 0.000
DFT total energy in hartree: -2052.0293
E_HOMO (spin up / spin down) in eV: -8.9723 / -11.1870

Geometry as ORCA input:
```
! wB97M-V def2-TZVPD RIJCOSX def2/J DEFGRID3
* xyz 1 5
Pd -0.082 -0.388 -0.466
C 4.478 -1.474 -3.386
S 4.504 -1.624 -1.594
C 2.856 -1.340 -1.146
S 1.687 -0.660 -2.192
N 2.638 -1.712 0.135
N 1.485 -1.376 0.621
C 1.183 -1.921 1.878
C -0.145 -1.908 2.285
C -0.551 -2.519 3.500
C -1.883 -2.577 3.817
C -2.817 -2.026 2.935
C -2.355 -1.408 1.779
N -1.075 -1.323 1.452
H 5.519 -1.414 -3.695
H 3.957 -0.572 -3.697
H 4.012 -2.354 -3.824
H 1.978 -2.350 2.473
H 0.201 -2.950 4.147
H -2.208 -3.051 4.734
H -3.877 -2.063 3.139
H -3.050 -0.949 1.087
C -4.087 0.595 -1.769
O -2.859 -0.009 -1.271
C -1.666 0.125 -1.747
C -1.435 0.913 -2.988
H -4.548 1.066 -0.906
H -4.713 -0.214 -2.134
H -3.912 1.327 -2.547
H -2.301 1.293 -3.522
H -0.852 0.280 -3.663
H -0.768 1.738 -2.726
C 1.147 1.579 2.124
P 0.565 1.686 0.412
C 1.957 2.419 -0.485
C -0.685 3.002 0.454
H 1.455 2.565 2.475
H 1.995 0.896 2.177
H 0.353 1.199 2.767
H 2.231 3.377 -0.041
H 1.695 2.563 -1.533
H 2.810 1.742 -0.446
H -0.263 3.915 0.878
H -1.532 2.688 1.064
H -1.040 3.216 -0.554
*
```

Löwdin atomic charge list, values in e, 6 entries: 0.61, -0.41, 0.91, -1.09, 0.61, -0.07

# 2
C7H10 | wB97M-V/def2-TZVPD

Gap between HOMO and LUMO in Ha: 0.316
Energy relative to the best compared isomer or geometry (same formula, charge and spin) in eV: 3.258
DFT total energy in hartree: -272.5983
E_HOMO in eV: -7.6051

Geometry as ORCA input:
```
! wB97M-V def2-TZVPD RIJCOSX def2/J DEFGRID3
* xyz 0 1
C 2.484 0.739 -0.113
C 1.186 0.643 0.071
C -0.028 1.565 0.097
C -0.863 0.320 -0.002
C -2.343 0.217 -0.136
C 0.339 -0.569 0.098
C 0.335 -2.010 0.165
H 3.095 1.718 -0.360
H 3.220 -0.051 0.110
H -0.250 2.193 -0.664
H -0.229 2.146 1.007
H -2.378 -0.106 -1.165
H -2.785 1.206 -0.161
H -2.849 -0.548 0.402
H -0.406 -2.550 -0.393
H 0.248 -2.416 1.151
H 1.224 -2.496 -0.108
*
```

natural (NBO) atomic charge list, values in e, 6 entries: -0.44, 0.00, -0.46, 0.11, -0.68, -0.05

# 3
C35H45Cl2N4O2Y | wB97M-V/def2-TZVPD

Gap between HOMO and LUMO in Ha: 0.212
Energy relative to the best compared isomer or geometry (same formula, charge and spin) in eV: 0.304
DFT total energy in hartree: -2688.5980
E_HOMO in eV: -11.8226

Geometry as ORCA input:
```
! wB97M-V def2-TZVPD RIJCOSX def2/J DEFGRID3
* xyz 2 1
Y 0.964 0.278 -0.916
C 0.870 -7.203 -0.610
C 0.577 -5.735 -0.471
C 0.003 -5.200 0.654
C -0.278 -3.819 0.776
C -0.897 -3.380 1.966
N -1.250 -2.156 2.237
C -1.775 -1.729 3.528
C -3.057 -0.890 3.401
C -3.063 0.334 4.323
N -1.917 1.216 4.042
C -1.572 1.669 2.866
C -2.387 1.741 1.714
C -3.739 2.143 1.740
C -4.434 2.382 0.580
C -5.854 2.879 0.582
C -3.754 2.187 -0.630
C -2.438 1.755 -0.718
C -1.892 1.591 -2.051
N -0.771 1.081 -2.405
C -0.504 1.121 -3.851
C -0.251 -0.235 -4.496
C 1.067 -0.891 -4.095
N 0.974 -1.422 -2.734
C 0.902 -2.694 -2.638
C 0.636 -3.479 -1.450
C 0.856 -4.847 -1.519
C 0.058 -2.906 -0.278
O -0.184 -1.652 -0.163
C -1.712 1.496 0.480
O -0.533 1.006 0.514
H 0.632 -7.740 0.306
H 1.923 -7.371 -0.836
H 0.286 -7.643 -1.420
H -0.258 -5.852 1.482
H -1.103 -4.123 2.732
H -1.030 -1.468 1.508
H -0.990 -1.154 4.026
H -1.950 -2.620 4.130
H -3.932 -1.494 3.639
H -3.178 -0.567 2.367
H -2.974 0.035 5.366
H -4.000 0.875 4.224
H -1.254 1.347 4.794
H -0.542 2.009 2.771
H -4.218 2.351 2.689
H -6.260 2.915 1.591
H -6.495 2.234 -0.018
H -5.912 3.883 0.160
H -4.294 2.380 -1.552
H -2.565 1.947 -2.835
H 0.374 1.748 -4.001
H -1.335 1.611 -4.366
H -0.231 -0.073 -5.576
H -1.079 -0.919 -4.291
H 1.877 -0.158 -4.140
H 1.307 -1.691 -4.801
H 1.018 -3.292 -3.548
H 1.266 -5.253 -2.439
C 1.532 2.992 -0.026
C 2.439 2.393 0.860
C 3.392 1.668 0.098
C 3.070 1.815 -1.270
C 1.904 2.646 -1.357
C 1.512 3.471 -2.555
C 3.940 1.405 -2.430
C 4.652 1.076 0.652
C 2.475 2.592 2.346
C 0.434 3.949 0.314
H 1.939 4.473 -2.461
H 0.431 3.598 -2.657
H 1.904 3.060 -3.486
H 4.731 2.140 -2.600
H 3.378 1.331 -3.362
H 4.434 0.445 -2.261
H 5.374 1.873 0.848
H 5.126 0.384 -0.043
H 4.487 0.566 1.605
H 3.502 2.696 2.699
H 2.033 1.759 2.906
H 1.945 3.502 2.629
H 0.780 4.983 0.231
H 0.067 3.811 1.332
H -0.416 3.844 -0.364
Cl 3.303 -1.719 -0.456
C 3.121 -1.918 1.294
Cl 1.954 -0.743 1.926
H 4.081 -1.732 1.762
H 2.751 -2.919 1.486
*
```

Löwdin atomic charge list, values in e, 6 entries: 1.49, -0.03, -0.25, 0.03, -0.12, 0.02

# 4
C7H12F3O11SV | wB97M-V/def2-TZVPD

Gap between HOMO and LUMO (spin up / spin down) in Ha: 0.131 / 0.181
Energy relative to the best compared isomer or geometry (same formula, charge and spin) in eV: 0.000
DFT total energy in hartree: -2743.4018
E_HOMO (spin up / spin down) in eV: 3.2102 / 1.8591

Geometry as ORCA input:
```
! wB97M-V def2-TZVPD RIJCOSX def2/J DEFGRID3
* xyz -3 4
V -0.061 -0.106 -0.920
C 4.491 0.956 -1.371
F 4.479 1.821 -2.407
F 4.452 -0.278 -1.875
F 5.671 1.170 -0.724
S 3.100 1.282 -0.120
O 2.017 0.595 -0.839
O 3.487 0.647 1.123
O 3.040 2.722 -0.014
C -1.803 -0.519 -2.854
O -1.939 -1.013 -1.651
O -2.606 -0.789 -3.798
O -0.638 0.054 -2.967
C -0.457 1.360 1.248
O -0.863 1.764 0.081
O -0.198 0.085 1.283
O -0.211 2.137 2.221
C -5.248 1.998 1.651
C -3.775 1.623 1.573
O -3.501 1.116 0.295
H -5.499 2.660 2.486
H -5.883 1.114 1.586
H -5.472 2.611 0.770
H -3.451 0.914 2.350
H -3.079 2.439 1.813
H -2.528 1.296 0.139
C 1.970 -3.855 0.543
C 2.003 -2.403 0.060
O 0.889 -2.114 -0.789
H 2.442 -4.523 -0.181
H 0.975 -4.171 0.854
H 2.544 -3.924 1.475
H 2.916 -2.147 -0.490
H 1.894 -1.691 0.882
H 0.842 -2.833 -1.431
*
```

natural (NBO) atomic charge list, values in e, 6 entries: 1.27, 0.69, -0.34, -0.33, -0.36, 2.36

# 5
C4H10O2 | wB97M-V/def2-TZVPD

Gap between HOMO and LUMO (spin up / spin down) in Ha: 0.068 / 0.378
Energy relative to the best compared isomer or geometry (same formula, charge and spin) in eV: 1.668
DFT total energy in hartree: -308.7905
E_HOMO (spin up / spin down) in eV: 1.3784 / -6.7082

Geometry as ORCA input:
```
! wB97M-V def2-TZVPD RIJCOSX def2/J DEFGRID3
* xyz -1 2
C 0.137 -2.132 2.774
O 0.342 -0.829 2.254
C -0.235 -2.120 4.247
H -0.708 -2.558 2.240
H 1.013 -2.749 2.578
H 0.588 -0.200 2.929
H 0.128 -1.322 4.886
H -1.319 -1.955 4.303
H -0.188 -3.118 4.721
O 1.187 3.790 -4.575
C 0.125 3.218 -4.642
C -0.091 1.817 -4.174
H -0.674 3.786 -5.162
H 0.749 1.539 -3.540
H -0.035 1.286 -5.146
H -1.019 1.548 -3.692
*
```

natural (NBO) atomic charge list, values in e, 6 entries: -0.30, -0.92, -0.79, 0.16, 0.14, 0.44

# 6
C49H101FN6O14PS | wB97M-V/def2-TZVPD

Gap between HOMO and LUMO in Ha: 0.262
DFT total energy in hartree: -4148.5039
E_HOMO in eV: -10.3882

Geometry as ORCA input:
```
! wB97M-V def2-TZVPD RIJCOSX def2/J DEFGRID3
* xyz 1 1
C 1.286 3.542 0.834
O 1.501 2.640 1.903
C 0.304 1.946 2.209
C 0.605 0.792 3.132
C 1.569 -0.251 2.568
C 1.196 -0.829 1.211
C -0.013 -1.779 1.297
N -1.230 -1.131 0.768
C -1.936 -1.457 -0.265
N -3.080 -0.739 -0.628
P -3.120 0.953 -0.262
N -1.926 1.716 -0.897
C -4.272 -1.527 -0.243
F -5.337 -0.945 -0.866
C -4.105 -3.033 -0.588
C -4.063 -3.839 0.732
C -2.791 -3.912 1.570
N -2.895 -5.022 2.536
C -5.388 -3.487 -1.327
C -6.684 -3.489 -0.493
O -7.728 -2.914 -1.305
C -7.193 -4.884 -0.124
N -7.850 -4.931 1.187
C -2.882 -3.246 -1.544
S -2.499 -5.073 -1.627
C -3.214 -2.978 -3.025
C -3.668 -1.599 -3.475
O -4.802 -1.387 -3.915
O -2.706 -0.636 -3.455
N -1.662 -2.570 -1.035
C -0.588 -2.361 -2.018
O 0.656 -2.216 -1.407
C 1.295 -3.465 -1.265
O 2.370 -3.262 -0.412
C 2.891 -4.469 0.128
C 4.393 -4.507 0.015
O 4.999 -3.375 0.592
H 1.542 3.086 -0.124
H 0.249 3.868 0.766
H 1.884 4.438 0.943
H -0.113 1.562 1.272
H -0.382 2.651 2.677
H 1.032 1.202 4.043
H -0.341 0.328 3.430
H 1.676 -1.047 3.302
H 2.544 0.208 2.474
H 2.042 -1.373 0.813
H 0.994 -0.042 0.493
H 0.141 -2.725 0.808
H -0.217 -1.913 2.355
H -1.509 -0.333 1.319
H -4.348 1.315 -0.815
H -3.227 1.063 1.148
H -1.374 2.193 -0.195
H -4.409 -1.443 0.837
H -4.827 -3.465 1.406
H -4.362 -4.855 0.503
H -1.870 -4.001 1.009
H -2.700 -2.988 2.144
H -2.119 -5.658 2.453
H -2.905 -4.631 3.465
H -5.576 -2.915 -2.224
H -5.179 -4.508 -1.644
H -6.630 -2.869 0.398
H -7.610 -1.964 -1.285
H -7.958 -5.117 -0.857
H -6.415 -5.633 -0.220
H -7.174 -4.672 1.895
H -8.555 -4.205 1.197
H -1.507 -5.174 -0.737
H -2.375 -3.240 -3.662
H -3.996 -3.652 -3.346
H -2.905 -0.025 -4.173
H -0.573 -3.238 -2.661
H -0.750 -1.501 -2.657
H 1.647 -3.823 -2.236
H 0.593 -4.172 -0.806
H 2.492 -5.350 -0.374
H 2.627 -4.530 1.183
H 4.731 -4.682 -1.005
H 4.730 -5.370 0.588
H 5.043 -2.692 -0.082
C -0.696 8.311 0.683
C -0.213 8.724 -0.706
C 1.192 8.133 -0.734
O 1.143 6.955 0.084
C -0.073 6.929 0.828
H -1.780 8.299 0.788
H -0.289 8.988 1.437
H -0.837 8.256 -1.472
H -0.220 9.799 -0.872
H 1.925 8.818 -0.310
H 1.519 7.859 -1.735
H -0.719 6.151 0.400
H 0.152 6.665 1.863
C 5.047 3.261 2.289
C 6.276 3.526 3.149
C 5.787 3.114 4.531
O 4.821 2.075 4.325
C 4.482 2.007 2.936
H 5.273 3.129 1.231
H 4.337 4.086 2.386
H 7.097 2.880 2.832
H 6.622 4.556 3.110
H 5.291 3.947 5.040
H 6.585 2.742 5.174
H 4.937 1.099 2.516
H 3.402 1.940 2.829
C 8.326 -1.222 -3.195
C 8.643 -2.084 -1.976
C 7.792 -1.421 -0.903
O 6.638 -0.892 -1.570
C 6.848 -0.923 -2.986
H 8.525 -1.714 -4.146
H 8.907 -0.298 -3.163
H 8.308 -3.110 -2.146
H 9.700 -2.111 -1.717
H 8.328 -0.597 -0.423
H 7.466 -2.117 -0.129
H 6.220 -1.713 -3.415
H 6.540 0.031 -3.413
C -10.395 -6.931 -3.442
C -9.451 -6.513 -4.566
C -8.094 -6.645 -3.890
O -8.217 -7.695 -2.930
C -9.597 -8.035 -2.761
H -11.370 -7.269 -3.789
H -10.549 -6.098 -2.752
H -9.526 -7.214 -5.400
H -9.638 -5.510 -4.947
H -7.826 -5.722 -3.360
H -7.293 -6.888 -4.589
H -9.776 -9.006 -3.236
H -9.816 -8.126 -1.697
C 4.468 10.506 -3.732
C 5.647 10.636 -2.772
C 4.991 10.320 -1.435
O 3.930 9.399 -1.710
C 3.701 9.342 -3.122
H 4.759 10.324 -4.765
H 3.861 11.414 -3.704
H 6.405 9.885 -3.007
H 6.122 11.615 -2.789
H 4.562 11.219 -0.981
H 5.680 9.867 -0.721
H 4.073 8.381 -3.495
H 2.628 9.395 -3.314
C -5.649 -7.519 4.890
C -6.634 -7.028 5.948
C -6.241 -5.562 6.084
O -5.756 -5.153 4.798
C -5.557 -6.310 3.972
H -5.973 -8.419 4.370
H -4.678 -7.721 5.349
H -7.656 -7.110 5.574
H -6.573 -7.568 6.891
H -5.437 -5.433 6.817
H -7.075 -4.923 6.371
H -6.349 -6.336 3.217
H -4.599 -6.222 3.467
C 7.514 6.947 -1.165
C 8.753 7.204 -0.310
C 8.264 6.788 1.071
O 7.301 5.751 0.864
C 6.952 5.687 -0.521
H 7.730 6.818 -2.224
H 6.806 7.772 -1.058
H 9.571 6.556 -0.632
H 9.103 8.234 -0.341
H 7.773 7.621 1.586
H 9.064 6.411 1.710
H 7.403 4.786 -0.952
H 5.868 5.610 -0.614
*
```

Löwdin atomic charge list, values in e, 6 entries: -0.08, -0.18, -0.25, -0.16, -0.18, -0.14